Here is a 6-piece molecular cluster, C38H74IN3O19S6 overall in a non-equilibrium geometry from the Open Molecules 2025 dataset. Energies are from ωB97M-V/def2-TZVPD.

```
! RIJCOSX wB97M-V def2-TZVPD def2/J DEFGRID3
* xyz 0 1
I 2.34941 3.80658 5.16923
S 3.15512 -0.63816 -0.73898
S -2.26833 0.23104 6.04747
S -5.94675 -4.64128 2.72219
S 2.56086 -1.45338 -6.00683
S 6.42418 2.41714 -3.51832
S 7.50485 -4.10330 -5.71094
O 6.80820 1.05155 -3.31238
O -5.80272 4.59354 -0.78177
O 8.85376 -4.14402 -6.55359
O 7.70810 3.33916 -3.34519
O -6.85979 -5.78022 3.34519
O 7.38849 -5.31018 -4.95312
O 7.41084 -2.82746 -5.06624
O 2.25518 -0.56310 -1.85312
O -2.86719 3.25578 2.26429
O -4.60557 0.81219 -0.05010
O 3.76137 -0.45953 -5.69562
O 2.55752 -1.59901 0.36522
O 3.63098 0.55983 -0.10937
O -4.89866 -5.23750 1.95416
O 5.72725 2.80621 -4.70556
O 2.99128 -2.79290 -5.71781
O -1.44567 -2.25100 5.63699
O -6.79010 -3.63641 2.14743
O 2.01208 -1.15280 -7.29515
N -4.62179 4.50007 -0.01279
N 0.19129 -2.06485 4.19550
N -0.29332 -0.78938 4.45420
C 10.08228 -3.82657 -5.86489
C -7.10152 1.32342 7.53972
C 6.38539 -4.17174 -7.06575
C -7.84952 -6.39294 2.48645
C -5.55351 3.83789 5.12614
C -2.78571 6.07956 -0.11782
C -5.27525 -4.04404 4.23521
C -7.24362 -7.38194 1.51248
C -5.99797 3.23158 6.29410
C -5.75125 3.23446 3.88850
C -6.89555 1.41903 5.03496
C 0.18592 -0.96248 0.56214
C 0.18170 3.27034 3.04708
C -5.35947 -0.21426 0.57597
C -5.22266 3.87039 2.61573
C 5.53927 3.00464 -2.11759
C -1.44994 1.73604 5.42895
C -5.30012 2.06281 -0.15985
C 5.08106 -0.37956 -7.77075
C -2.20728 2.23437 3.00854
C 1.49792 -0.87500 -4.74108
C 10.56996 -4.96219 -4.98874
C -0.48483 -2.88442 4.89682
C 4.52692 -1.63634 -1.19768
C 8.73363 3.44668 -5.58178
C -1.24997 -0.95932 5.30365
C 1.53614 -1.06258 1.24334
C 5.03627 -0.75036 -6.30097
C -6.44736 2.02869 3.87344
C -2.37322 2.53354 4.50427
C -4.54124 -1.50656 0.52749
C -3.57321 5.16620 -0.72992
C -4.20524 2.95530 1.90883
C 1.48521 2.66495 3.58656
C -0.75970 2.17058 2.51610
C 8.87343 3.01814 -4.13529
C -6.65700 2.00953 6.27492
C -4.32387 3.10362 0.37287
H -1.21688 2.33123 6.31139
H -4.74346 4.80573 2.89436
H 6.60392 -5.05982 -7.65236
H -6.08248 4.03043 1.96454
H -6.61228 -6.88159 0.77979
H 9.95314 -2.90686 -5.29220
H -2.27662 3.60479 4.68458
H 6.49688 -3.27061 -7.66308
H 0.19254 -0.21867 -0.23454
H 9.69432 3.55320 -3.66215
H -4.20370 -1.77739 1.52901
H -0.08954 -1.91783 0.11495
H 11.55839 -4.72718 -4.59298
H -6.34075 5.24689 -0.32083
H 5.42626 4.08212 -2.20210
H 9.08818 1.95153 -4.05322
H 6.08609 2.73964 -1.21716
H -0.57336 -0.67586 1.29084
H -3.65240 -1.38646 -0.08905
H 0.54990 -1.40135 -4.83089
H -8.03516 -7.90841 0.97904
H 10.80519 -3.62172 -6.65207
H -6.64256 1.55753 2.91557
H -5.04385 4.79225 5.19499
H 1.34878 0.19276 -4.87657
H 10.62486 -5.88944 -5.55871
H -7.42714 0.47910 4.94580
H -5.13574 -2.33843 0.15619
H 0.48622 3.90114 2.21016
H -4.48057 1.92050 2.11805
H -5.47307 0.05714 1.63211
H -0.28721 3.93495 3.76857
H -6.20057 2.01418 0.46019
H 5.77036 -0.16318 -5.75356
H 2.21766 2.55524 2.78989
H -6.33528 -0.36242 0.10755
H 4.56316 2.52319 -2.11814
H -3.35747 4.86862 -1.75753
H -6.27895 0.68797 7.88447
H -8.41476 -5.61649 1.96926
H -6.07622 -3.61799 4.83270
H -4.54281 -3.28107 3.97908
H -2.31014 5.83876 0.83141
H -8.53552 -6.90048 3.16126
H 5.02024 -1.14181 -2.03420
H 1.33872 1.66145 3.98274
H 4.77022 0.65503 -7.91424
H 9.67935 3.30137 -6.10463
H 1.85710 -0.09605 1.63591
H -3.40300 2.28941 4.77122
H -0.36245 1.19272 2.79668
H 5.27909 -1.79947 -6.14590
H -6.62401 -8.10778 2.03862
H 9.89718 -5.13227 -4.14966
H 4.41249 -1.00621 -8.36106
H -4.79541 -4.86947 4.75406
H 4.16165 -2.61418 -1.50055
H -7.94956 0.66336 7.37593
H -2.63006 7.07537 -0.51960
H -2.64425 1.24459 2.82810
H 8.44868 4.49666 -5.64471
H -0.76930 2.19593 1.42637
H 7.96694 2.86770 -6.09455
H -5.83227 3.71278 7.25162
H -0.36869 -3.95130 4.95790
H -7.27802 2.04429 8.33568
H 6.09556 -0.50420 -8.15354
H -0.50032 1.47396 4.97865
H 5.38031 -4.23050 -6.64835
H 5.20124 -1.71392 -0.34975
H -5.55458 2.20599 -1.20739
H -3.34219 2.86069 -0.04172
H 1.47301 -1.75219 2.07999
H 1.97810 -1.08771 -3.78932
*
```

HOMO	-8.356	eV
structure (SMILES)	C=CN(O)[C@H](COCC)[C@H](Cc1ccc(C)cc1)O[C@@H](CCCI)CCSc1nnco1.CCOS(C)(=O)=O.CCOS(C)(=O)=O.CCOS(C)(=O)=O.CCOS(C)(=O)=O.CCOS(C)(=O)=O